An isolated molecule of C16H29NO. Source: the Open Molecules 2025 dataset; level of theory: wB97M-V/def2-TZVPD.

Last column: Mulliken charge in e.
Atoms and positions in Å:
C -0.093 -4.165 -1.823  -1.448
C -0.613 -2.861 -1.230  0.070
C -0.764 -2.945 0.286  -0.826
C -1.323 -1.653 0.879  0.198
C -1.378 -1.691 2.409  -1.031
C -0.011 -1.468 3.071  -0.471
C 0.196 -0.045 3.598  -1.253
C 0.112 1.035 2.522  -0.406
N 1.107 0.810 1.502  0.022
C 1.196 1.429 0.298  0.504
C 2.308 1.285 -0.467  -0.636
C 2.489 1.918 -1.744  0.058
O 3.484 1.762 -2.432  -0.676
C 1.373 2.858 -2.177  -1.142
C -0.005 2.402 -1.697  1.855
C -0.367 1.066 -2.348  -1.728
C -1.059 3.446 -2.072  -2.189
C 0.032 2.249 -0.170  -1.077
H 0.011 -4.079 -2.902  0.415
H 0.879 -4.414 -1.403  0.330
H -0.778 -4.982 -1.607  0.341
H 0.078 -2.052 -1.478  0.018
H -1.579 -2.618 -1.678  0.327
H 0.211 -3.162 0.728  0.270
H -1.429 -3.775 0.538  0.348
H -0.704 -0.819 0.547  -0.363
H -2.331 -1.498 0.487  0.469
H -1.774 -2.662 2.710  0.420
H -2.080 -0.936 2.771  0.518
H 0.102 -2.149 3.916  0.333
H 0.778 -1.706 2.357  0.314
H -0.559 0.172 4.357  0.416
H 1.175 0.012 4.083  0.415
H -0.883 1.019 2.072  0.263
H 0.250 2.021 2.991  0.357
H 1.959 0.375 1.827  0.271
H 3.127 0.672 -0.117  0.366
H 1.398 2.951 -3.264  0.387
H 1.604 3.842 -1.756  0.389
H -0.404 1.171 -3.429  0.494
H -1.340 0.719 -2.003  0.446
H 0.376 0.310 -2.107  0.244
H -2.043 3.140 -1.722  0.412
H -1.104 3.567 -3.151  0.437
H -0.823 4.413 -1.631  0.464
H -0.905 1.799 0.163  0.573
H 0.101 3.239 0.295  0.500

Results
maximum force = 0.009 hartree/bohr
frontier orbital gap = 0.324 hartree
SMILES = CCCCCCCCNC1=CC(=O)CC(C)(C)C1
total energy = -757.0681 Ha
relative energy (zero: lowest compared OMol25 entry of this formula, charge and spin) = 8.5 kJ/mol